one:
Here is a gas-phase ion, C3H10N3O (charge +1) from the Open Molecules 2025 dataset. Energies are from ωB97M-V/def2-TZVPD.

The HOMO energy comes out at -14.150 eV. Its spin multiplicity is 1. Its LUMO energy is -5.2 eV. Its SMILES is C[NH+](C)NCN=O. Its total charge is +1.

Last column: natural (NBO) charge in e.
Cartesian coordinates (Å):
C  -1.165  0.378  1.059  -0.4709
C  -1.211  -1.385  -0.567  -0.4239
C  1.594  0.972  -0.392  -0.2123
N  2.148  -0.202  0.235  0.0715
N  0.130  0.708  -0.871  -0.4512
N  -0.432  -0.288  0.040  -0.2477
O  3.311  -0.191  0.581  -0.1499
H  -1.132  -0.342  1.916  0.2319
H  -0.825  1.314  1.502  0.2614
H  -2.211  0.763  0.867  0.2640
H  -1.805  -0.891  -1.356  0.2397
H  -0.555  -2.226  -0.874  0.2569
H  -1.934  -1.632  0.258  0.2505
H  2.222  1.303  -1.203  0.2672
H  1.414  1.955  0.204  0.2689
H  0.025  0.415  -1.864  0.3989
H  0.427  -0.651  0.463  0.4450

two:
Here is a gas-phase ion, C3H10N3O (charge +1) from the Open Molecules 2025 dataset. Energies are from ωB97M-V/def2-TZVPD.

The HOMO energy comes out at -12.979 eV. Its spin multiplicity is 1. Its LUMO energy is -3.4 eV. Its SMILES is N[C@H]1O[C@]1(N)C[NH3+]. Its total charge is +1.

Last column: natural (NBO) charge in e.
Cartesian coordinates (Å):
C  0.433  -1.667  -0.562  0.1956
C  0.140  -0.275  -0.212  0.3930
C  -0.161  0.273  1.498  -0.2957
N  -0.253  0.788  -1.009  -0.9060
N  -0.081  1.763  1.450  -0.6925
N  -0.244  -2.000  -1.743  -0.8171
O  1.398  -0.655  -0.475  -0.4853
H  0.641  -2.480  0.162  0.2119
H  -1.099  0.004  1.950  0.2268
H  0.594  -0.102  2.174  0.2322
H  -0.470  1.990  0.509  0.4531
H  0.416  0.856  -1.726  0.4177
H  -0.535  2.112  2.207  0.4272
H  0.896  2.246  1.388  0.4527
H  -0.527  -1.147  -2.151  0.3741
H  -1.194  1.074  -1.227  0.4123
H  0.044  -2.781  -2.233  0.3998

Most stable to least stable: two, one